Record 1
ORCA calculation (wB97M-V/def2-TZVPD) on a molecular structure, C46H52BiFN5O2Se.

Geometry (Å):
Bi: -0.438 -0.335 0.688
C: 3.566 -0.785 0.423
C: 4.246 -0.004 -0.706
C: 4.486 1.445 -0.290
C: 3.570 -0.236 -2.052
C: 4.057 -1.321 -2.780
C: 3.550 -1.664 -4.020
C: 2.541 -0.881 -4.556
C: 2.016 0.206 -3.868
C: 0.918 1.010 -4.543
C: -0.219 0.121 -5.055
C: 1.469 1.837 -5.710
C: 2.496 0.531 -2.569
N: 1.848 1.466 -1.761
C: 2.129 2.764 -1.931
C: 3.069 3.310 -2.851
C: 3.311 4.669 -2.965
C: 2.658 5.593 -2.159
C: 1.764 5.104 -1.207
C: 1.538 3.757 -1.108
F: 0.682 3.339 -0.109
H: 4.154 -0.714 1.343
H: 3.470 -1.844 0.170
H: 2.570 -0.402 0.666
H: 5.240 -0.451 -0.830
H: 3.566 1.914 0.051
H: 4.881 2.042 -1.113
H: 5.209 1.465 0.529
H: 4.866 -1.905 -2.352
H: 3.943 -2.513 -4.564
H: 2.151 -1.123 -5.539
H: 0.515 1.706 -3.803
H: 0.108 -0.489 -5.900
H: -1.050 0.736 -5.410
H: -0.592 -0.554 -4.282
H: 1.922 1.179 -6.457
H: 2.220 2.550 -5.377
H: 0.664 2.394 -6.195
H: 3.620 2.615 -3.473
H: 4.035 5.011 -3.696
H: 2.841 6.655 -2.252
H: 1.241 5.763 -0.526
N: 0.514 -2.029 -1.478
N: -0.625 -1.996 -2.274
C: -1.879 -1.697 -1.767
O: -2.848 -1.886 -2.484
O: -1.958 -1.263 -0.536
H: 1.282 -1.543 -1.932
H: 0.789 -2.979 -1.249
H: -0.618 -2.429 -3.184
N: -1.230 1.626 -0.867
C: -2.621 1.582 -1.110
C: -3.103 1.499 -2.408
C: -4.460 1.388 -2.655
C: -5.354 1.374 -1.596
C: -4.871 1.457 -0.300
C: -3.508 1.553 -0.030
C: -3.063 1.572 1.391
C: -3.760 2.405 2.273
C: -3.512 2.392 3.635
C: -2.558 1.527 4.146
C: -1.845 0.717 3.272
C: -2.060 0.727 1.894
H: -0.627 1.651 -1.683
H: -0.940 2.380 -0.253
H: -2.400 1.503 -3.229
H: -4.813 1.299 -3.674
H: -6.417 1.274 -1.774
H: -5.560 1.403 0.534
H: -4.509 3.077 1.870
H: -4.063 3.053 4.293
H: -2.365 1.483 5.211
H: -1.097 0.040 3.676
N: 1.227 1.618 2.643
C: 2.343 1.086 3.295
C: 2.227 -0.103 4.016
C: 3.344 -0.675 4.602
C: 4.593 -0.080 4.481
C: 4.707 1.105 3.767
C: 3.595 1.689 3.183
H: 0.361 1.575 3.160
H: 1.364 2.518 2.207
H: 1.264 -0.600 4.080
H: 3.235 -1.606 5.145
H: 5.465 -0.536 4.932
H: 5.674 1.583 3.659
H: 3.693 2.609 2.620
C: -5.795 -5.365 3.259
C: -4.478 -4.676 3.020
C: -3.789 -4.058 4.053
C: -2.570 -3.421 3.849
C: -1.884 -2.809 5.041
C: -2.019 -3.390 2.558
Se: -0.292 -2.564 2.293
C: -2.682 -4.039 1.506
C: -2.158 -4.114 0.098
C: -3.902 -4.661 1.762
H: -6.163 -5.170 4.267
H: -5.700 -6.447 3.140
H: -6.552 -5.024 2.550
H: -4.208 -4.072 5.054
H: -2.384 -3.118 5.960
H: -1.911 -1.721 4.991
H: -0.836 -3.103 5.093
H: -2.723 -3.445 -0.552
H: -2.272 -5.130 -0.286
H: -1.109 -3.833 0.045
H: -4.412 -5.148 0.936

The calculation puts the calculated total energy at -4924.3796 Eh. The maximum force comes out at 0.4 eV/A. The HOMO-LUMO gap is 6.537 eV. Its net charge is -1. For the LUMO energy, the calculation gives 2.48 eV.

Here are the Löwdin charges for atoms 1 to 2, given in e: 1.545 -0.059

***

Record 2
ORCA calculation (wB97M-V/def2-TZVPD) on a molecular structure, C12H18Cl2N2Pd at a distorted geometry.

Geometry (Å):
Pd: 0.244 -0.634 0.627
Cl: 1.463 -2.332 1.560
Cl: -2.051 -1.145 0.077
C: 0.792 0.718 -1.920
H: 0.609 1.407 -2.694
H: -0.313 0.249 -1.858
C: 1.783 0.831 0.341
C: 1.838 1.253 -1.233
H: 1.403 1.743 0.857
C: 2.862 0.335 -2.010
H: 1.881 2.332 -1.326
C: 3.268 -0.895 -1.201
H: 2.438 -0.040 -2.956
H: 3.684 1.041 -2.221
C: 4.037 -0.487 0.031
H: 2.365 -1.448 -0.859
H: 3.844 -1.565 -1.839
C: 3.098 0.471 0.961
H: 4.339 -1.387 0.591
H: 4.961 0.077 -0.262
H: 2.897 -0.186 1.826
H: 3.757 1.277 1.308
N: -1.603 2.132 0.496
C: -1.295 1.833 1.746
C: -1.653 2.707 2.845
C: -1.307 2.297 4.138
C: -0.579 1.103 4.313
C: -0.205 0.391 3.210
N: -0.553 0.716 1.951
H: -1.334 1.501 -0.265
H: -2.223 2.894 0.266
H: -2.137 3.642 2.598
H: -1.601 2.945 4.994
H: -0.307 0.765 5.355
H: 0.421 -0.510 3.285

The calculation puts the calculated total energy at -1625.6126 Eh. Its expectation value of S² is 6.013. Its multiplicity is 5. The maximum force comes out at 8.9 eV/A. The HOMO-LUMO gap (alpha / beta) is 7.888 / 6.304 eV. Its net charge is 0. For the LUMO energy (alpha / beta), the calculation gives 0.39 / -2.65 eV.

Here are the Löwdin charges for atoms 1 to 2, given in e: 0.605 0.007